[1]
Molecular formula: C30H55AuBO2P2
Method: DFT, ωB97M-V/def2-TZVPD

XYZ file:
```
91
Properties=species:S:1:pos:R:3
Au -0.61 -0.24 0.92
C -3.24 0.89 1.62
C -3.85 -0.02 0.71
C -2.94 -1.27 2.42
C -2.66 0.11 2.69
C -3.64 -1.34 1.19
C -3.43 2.35 1.69
H -3.62 2.79 0.70
H -2.54 2.84 2.10
H -4.28 2.60 2.35
C -2.30 0.66 4.02
H -1.96 1.71 3.94
H -1.51 0.08 4.51
H -3.18 0.65 4.68
C -2.73 -2.39 3.37
H -3.58 -2.48 4.06
H -1.82 -2.24 3.97
H -2.62 -3.35 2.84
C -4.20 -2.59 0.63
H -5.13 -2.87 1.17
H -3.49 -3.42 0.74
H -4.44 -2.48 -0.43
C -4.73 0.35 -0.42
H -5.78 0.28 -0.11
H -4.60 -0.33 -1.27
H -4.54 1.37 -0.77
C 2.29 3.14 -3.91
C 1.11 3.71 -4.20
C 0.46 3.68 -5.56
C 0.60 2.36 -6.38
C 0.41 1.09 -5.60
C 1.36 0.41 -4.96
C 2.81 0.80 -4.87
C 3.12 2.32 -4.86
H 0.86 4.50 -6.20
H 1.55 2.38 -6.94
H -0.62 3.88 -5.43
H 3.10 2.71 -5.90
H 2.76 3.32 -2.93
H 0.62 4.36 -3.46
H 4.16 2.42 -4.52
H 3.23 0.37 -3.95
H 1.12 -0.58 -4.54
H 3.38 0.35 -5.71
H -0.21 2.39 -7.12
H -0.62 0.69 -5.64
P 0.27 1.28 -0.61
P -0.03 -1.84 -0.74
C 1.29 0.38 -1.82
C 1.43 -1.14 -1.61
H 2.27 0.87 -1.84
H 0.81 0.58 -2.79
H 1.52 -1.67 -2.57
H 2.34 -1.37 -1.03
C 0.23 -3.52 -0.16
H -0.78 -3.96 -0.05
H 0.72 -3.53 0.83
H 0.81 -4.10 -0.90
C -1.36 -2.01 -1.94
H -0.95 -2.50 -2.83
H -1.82 -1.06 -2.21
H -2.13 -2.66 -1.49
C 1.28 2.54 0.19
H 0.59 3.15 0.79
H 1.76 3.17 -0.57
H 2.01 2.07 0.86
C -1.06 2.16 -1.45
H -1.84 1.48 -1.81
H -0.65 2.74 -2.30
H -1.51 2.85 -0.72
C 1.37 -0.55 5.30
C 2.17 -0.62 4.00
C 3.47 0.12 4.19
O 1.47 0.12 3.00
B 0.74 -0.81 2.30
O 1.07 -2.12 2.57
C 2.23 -2.08 3.41
C 3.47 -2.32 2.55
C 2.13 -3.24 4.37
H 1.97 -0.89 6.14
H 0.45 -1.15 5.27
H 1.09 0.50 5.49
H 3.25 1.14 4.52
H 4.09 -0.35 4.96
H 4.04 0.17 3.26
H 4.35 -2.43 3.19
H 3.37 -3.25 1.98
H 3.69 -1.51 1.84
H 1.26 -3.14 5.03
H 2.02 -4.16 3.79
H 3.02 -3.32 5.00
```

Results
Spin multiplicity: 3
Total charge: +1
Calculated total energy: -2169.62080 hartree
HOMO energy (alpha / beta): -0.332 / -0.361 Eh
Gap between HOMO and LUMO (alpha / beta): 7.29 / 5.86 eV
ΔE to the lowest compared entry with this formula, charge and spin: 0.391 eV


[2]
Molecular formula: C29H47Cl2OPRu
Method: DFT, ωB97M-V/def2-TZVPD

XYZ file:
```
81
Properties=species:S:1:pos:R:3
P 1.56 -3.28 0.17
C 2.19 -2.62 1.70
C 2.45 -4.04 2.30
C 3.11 -3.89 3.66
C 4.34 -2.98 3.66
C 4.11 -1.62 2.96
C 3.47 -1.78 1.58
C 2.24 -2.90 -1.42
C 3.04 -4.25 -1.40
C 3.66 -4.43 -2.77
C 4.49 -3.24 -3.25
C 3.78 -1.88 -3.10
C 3.14 -1.70 -1.71
C -0.15 -3.88 0.18
C -1.06 -3.52 1.40
C -2.23 -4.52 1.48
C -3.02 -4.66 0.18
C -2.14 -4.81 -1.07
C -0.96 -3.81 -1.14
H 1.47 -2.06 2.36
H 3.10 -4.60 1.59
H 1.49 -4.59 2.39
H 3.32 -4.89 4.05
H 2.35 -3.47 4.32
H 4.65 -2.81 4.70
H 5.15 -3.50 3.13
H 3.45 -1.01 3.58
H 5.05 -1.07 2.88
H 3.21 -0.80 1.15
H 4.19 -2.30 0.91
H 1.48 -2.95 -2.23
H 2.83 -4.59 -3.46
H 2.35 -5.09 -1.15
H 3.82 -4.19 -0.60
H 4.23 -5.37 -2.76
H 4.78 -3.40 -4.30
H 5.42 -3.21 -2.65
H 4.48 -1.06 -3.32
H 3.00 -1.81 -3.87
H 2.54 -0.77 -1.68
H 3.95 -1.62 -0.97
H 0.33 -4.89 0.30
H -0.50 -3.51 2.35
H -1.46 -2.51 1.25
H -1.80 -5.49 1.77
H -2.90 -4.22 2.29
H -3.68 -3.79 0.06
H -3.66 -5.56 0.25
H -2.75 -4.70 -1.97
H -1.69 -5.81 -1.10
H -0.33 -4.03 -2.01
H -1.35 -2.79 -1.27
Ru -0.15 1.40 -0.28
Cl -0.49 -0.11 -2.15
Cl -0.85 0.39 1.75
C 1.66 1.34 0.24
H 2.06 0.89 1.15
C 2.56 2.03 -0.65
C 2.29 2.06 -2.01
C 3.07 2.85 -2.87
C 4.10 3.63 -2.31
C 4.34 3.60 -0.93
C 3.59 2.79 -0.10
H 1.44 1.53 -2.42
H 2.87 2.87 -3.94
H 5.15 4.23 -0.52
H 3.73 2.79 0.98
H 4.71 4.26 -2.97
C -3.85 2.29 0.48
C -2.77 3.16 1.27
C -1.51 3.21 0.35
O -1.98 2.27 -0.86
C -3.06 1.29 -0.38
H -4.54 1.79 1.15
H -4.34 2.93 -0.25
H -2.51 2.72 2.24
H -3.07 4.20 1.36
H -1.26 4.10 -0.25
H -0.52 2.77 0.89
H -2.71 0.39 0.23
H -3.37 1.00 -1.39
```

Results
Spin multiplicity: 5
Calculated total energy: -2564.84919 hartree
HOMO energy (alpha / beta): -0.175 / -0.243 Eh
Gap between HOMO and LUMO (alpha / beta): 4.94 / 5.22 eV


[3]
Molecular formula: B3H12K
Method: DFT, ωB97M-V/def2-TZVPD

XYZ file:
```
16
Properties=species:S:1:pos:R:3
K 0.61 -1.10 -1.01
B 2.22 1.85 0.61
H 2.54 2.90 0.22
H 3.14 1.25 1.02
H 1.46 1.95 1.49
H 1.70 1.25 -0.25
B -1.24 1.57 -0.79
H -1.75 2.24 -1.61
H -0.35 2.13 -0.33
H -2.04 1.22 -0.01
H -0.76 0.74 -1.44
B -1.08 -3.23 0.43
H -1.32 -2.10 0.39
H -0.05 -3.41 -0.06
H -1.15 -3.56 1.55
H -1.93 -3.71 -0.21
```

Results
Spin multiplicity: 1
Total charge: -2
Calculated total energy: -681.51498 hartree
HOMO energy: -0.052 Eh
Gap between HOMO and LUMO: 5.73 eV


[4]
Molecular formula: C50H114Br6N10
Method: DFT, ωB97M-V/def2-TZVPD

XYZ file:
```
180
Properties=species:S:1:pos:R:3
C -32.44 0.69 -0.21
C -32.66 -0.71 0.34
N -31.70 -1.61 -0.31
C -30.33 -1.39 0.24
C -29.23 -2.27 -0.43
C -32.05 -3.01 -0.23
C -33.30 -3.34 -1.04
H -31.50 1.11 0.13
H -33.33 1.28 0.03
H -32.45 0.45 -1.27
H -32.46 -0.65 1.41
H -33.68 -0.99 0.09
H -30.07 -0.34 0.10
H -30.27 -1.56 1.32
H -29.28 -2.27 -1.52
H -28.24 -1.98 -0.10
H -29.37 -3.33 -0.21
H -32.13 -3.43 0.77
H -31.28 -3.56 -0.77
H -33.34 -4.42 -1.23
H -33.31 -2.81 -1.99
H -34.22 -3.11 -0.51
C -24.88 3.81 -4.01
C -24.07 4.71 -3.05
N -24.80 5.89 -2.77
C -24.01 6.89 -2.03
C -22.90 7.53 -2.88
C -26.07 5.65 -2.04
C -25.96 4.95 -0.64
H -24.20 2.97 -4.15
H -25.13 4.22 -4.99
H -25.74 3.33 -3.52
H -23.81 4.19 -2.14
H -23.14 4.92 -3.58
H -24.71 7.57 -1.56
H -23.52 6.43 -1.17
H -23.28 7.60 -3.90
H -22.55 8.48 -2.49
H -22.08 6.81 -2.98
H -26.66 5.11 -2.78
H -26.57 6.61 -1.93
H -25.56 3.95 -0.78
H -26.93 4.90 -0.14
H -25.25 5.52 -0.04
C -27.84 5.24 -6.13
C -29.36 5.48 -6.14
N -30.07 5.02 -4.91
C -31.55 5.22 -5.05
C -32.41 4.86 -3.87
C -29.45 5.43 -3.67
C -29.37 7.00 -3.47
H -27.68 4.21 -5.82
H -27.35 5.98 -5.50
H -27.37 5.33 -7.11
H -29.53 6.55 -6.26
H -29.69 5.12 -7.11
H -31.80 6.26 -5.25
H -31.78 4.61 -5.92
H -32.38 5.71 -3.20
H -33.41 4.65 -4.27
H -32.18 3.93 -3.35
H -28.41 5.11 -3.71
H -30.03 4.95 -2.88
H -29.14 7.22 -2.43
H -30.29 7.50 -3.79
H -28.50 7.29 -4.06
C -23.03 2.81 1.77
C -24.52 2.24 1.83
N -24.67 1.01 1.01
C -24.12 -0.17 1.69
C -24.21 -1.38 0.79
C -26.04 0.84 0.52
C -27.14 0.56 1.57
H -23.00 3.84 2.13
H -22.76 2.86 0.71
H -22.25 2.21 2.22
H -24.81 2.03 2.86
H -25.20 3.01 1.46
H -23.08 0.00 1.97
H -24.63 -0.29 2.64
H -23.50 -2.16 1.08
H -25.19 -1.86 0.74
H -24.11 -1.15 -0.27
H -26.04 -0.05 -0.11
H -26.40 1.68 -0.08
H -27.31 1.41 2.23
H -26.84 -0.26 2.23
H -28.03 0.31 1.00
C -34.28 -5.61 -6.09
C -33.92 -4.10 -5.95
N -35.13 -3.31 -5.97
C -35.95 -3.47 -4.74
C -37.26 -2.69 -4.89
C -34.72 -1.89 -6.40
C -33.90 -1.20 -5.34
H -34.98 -5.63 -6.93
H -34.73 -6.00 -5.18
H -33.40 -6.22 -6.29
H -33.39 -4.03 -5.00
H -33.19 -3.76 -6.69
H -36.23 -4.52 -4.67
H -35.40 -3.08 -3.88
H -37.99 -2.89 -4.11
H -37.20 -1.61 -5.00
H -37.73 -3.09 -5.80
H -35.55 -1.23 -6.63
H -34.23 -2.02 -7.36
H -34.38 -1.18 -4.36
H -33.74 -0.18 -5.68
H -32.94 -1.64 -5.06
C -30.49 -3.53 -6.26
C -29.01 -3.26 -6.63
N -28.12 -4.32 -6.17
C -28.05 -4.35 -4.72
C -27.21 -3.23 -4.09
C -26.83 -4.12 -6.88
C -25.90 -5.32 -6.66
H -30.66 -3.44 -5.19
H -30.85 -4.53 -6.53
H -31.10 -2.76 -6.75
H -29.07 -3.23 -7.72
H -28.66 -2.26 -6.34
H -29.06 -4.25 -4.31
H -27.69 -5.32 -4.36
H -27.24 -3.18 -3.00
H -26.14 -3.34 -4.29
H -27.42 -2.25 -4.51
H -26.37 -3.18 -6.60
H -27.07 -4.05 -7.94
H -26.24 -6.16 -7.27
H -25.74 -5.56 -5.61
H -24.91 -5.15 -7.10
C -36.21 -0.12 -1.48
C -35.33 0.69 -2.32
N -34.57 1.34 -2.93
H -36.89 -0.72 -2.08
H -36.84 0.47 -0.81
H -35.65 -0.81 -0.86
C -29.58 4.11 2.25
C -30.03 2.80 2.79
N -30.39 1.78 3.14
H -28.58 4.13 1.81
H -29.62 4.77 3.12
H -30.20 4.60 1.51
C -32.41 1.60 -8.91
C -32.47 2.09 -10.31
N -32.51 2.40 -11.44
H -33.26 2.03 -8.37
H -31.52 1.92 -8.38
H -32.63 0.54 -8.78
C -26.75 1.16 -8.44
C -27.77 0.89 -9.47
N -28.57 0.72 -10.27
H -27.13 1.90 -7.73
H -26.04 1.74 -9.03
H -26.20 0.30 -8.08
Br -24.56 0.47 -5.51
C -23.38 -0.80 -4.59
C -23.14 -0.47 -3.07
Br -21.83 -1.80 -2.34
H -22.45 -0.80 -5.16
H -23.86 -1.78 -4.70
H -24.05 -0.50 -2.47
H -22.74 0.51 -2.85
Br -33.99 6.47 -0.82
C -34.76 4.66 -1.03
C -34.78 3.79 0.29
Br -32.92 3.81 1.03
H -34.06 4.24 -1.75
H -35.71 4.75 -1.55
H -35.12 2.75 0.26
H -35.39 4.38 0.97
Br -28.61 2.26 -1.60
C -28.90 1.77 -3.55
C -30.17 0.90 -3.66
Br -30.40 0.33 -5.57
H -27.94 1.36 -3.88
H -29.13 2.68 -4.10
H -31.04 1.52 -3.44
H -30.15 -0.03 -3.10
```

Results
Spin multiplicity: 1
Calculated total energy: -17964.91440 hartree
HOMO energy: -0.305 Eh
Gap between HOMO and LUMO: 8.48 eV


[5]
Molecular formula: C23H27N3O5S
Method: DFT, ωB97M-V/def2-TZVPD

XYZ file:
```
59
Properties=species:S:1:pos:R:3
C 2.23 -4.72 1.48
H 3.24 -5.01 1.78
O 1.98 -3.48 2.08
C 0.65 -3.03 1.99
C 0.22 -2.63 0.57
N 1.16 -1.70 0.00
C 1.99 -1.96 -1.05
N 2.88 -1.02 -1.23
C 2.65 -0.11 -0.26
C 1.57 -0.50 0.52
C 0.87 0.28 1.52
C -0.51 0.41 1.49
C -1.18 1.24 2.37
C -0.46 1.97 3.31
C 0.93 1.85 3.35
C 1.59 1.02 2.47
H 2.66 0.93 2.51
H 1.48 2.42 4.08
O -1.00 2.84 4.21
C -2.40 3.02 4.20
H -2.92 2.09 4.45
H -2.61 3.77 4.97
H -2.76 3.38 3.23
H -2.25 1.32 2.30
H -1.08 -0.11 0.74
H 3.25 0.77 -0.17
S 1.73 -3.32 -2.13
C 0.62 -2.49 -3.35
H 0.01 -3.28 -3.77
C -0.25 -1.48 -2.61
O -1.16 -1.82 -1.89
N 0.13 -0.19 -2.81
C -0.41 0.90 -2.11
C 0.44 1.83 -1.54
C -0.04 2.86 -0.74
C -1.40 2.95 -0.50
C -2.28 2.06 -1.13
C -1.81 1.06 -1.96
O -2.59 0.22 -2.68
C -3.99 0.27 -2.48
H -4.25 0.07 -1.44
H -4.40 1.24 -2.79
H -4.40 -0.51 -3.12
H -3.33 2.20 -0.96
O -1.99 3.86 0.32
C -1.16 4.80 0.98
H -1.83 5.43 1.56
H -0.45 4.31 1.64
H -0.62 5.43 0.26
H 0.66 3.55 -0.30
H 1.50 1.74 -1.71
H 1.03 -0.02 -3.24
H 1.25 -2.03 -4.11
H 0.20 -3.50 -0.09
H -0.78 -2.20 0.60
H 0.60 -2.16 2.65
H -0.05 -3.80 2.36
H 1.52 -5.48 1.82
H 2.20 -4.67 0.38
```

Results
Spin multiplicity: 1
Calculated total energy: -1831.27609 hartree
HOMO energy: -0.286 Eh
Gap between HOMO and LUMO: 8.46 eV
ΔE to the lowest compared entry with this formula, charge and spin: 3.707 eV